C22H31BrIN4RhSSbSe4Si | the ωB97M-V functional and the def2-TZVPD basis

## Properties
HOMO level (alpha / beta): -1.0 / -1.1 eV
Energy relative to the best compared isomer or geometry (same formula, charge and spin): 0.5043 eV
E_LUMO (alpha / beta): 2.88 / 2.88 eV
Net charge: -2
2S+1: 2
Expectation value of S²: 0.770
Frontier orbital gap (alpha / beta): 3.85 / 4.01 eV

Positions of all 67 atoms, in Å:
Rh1 0.4061 0.1516 -0.4666
N1 2.3221 0.1284 3.5430
C1 3.4351 -0.4124 2.9263
C2 3.1140 -0.5358 1.6078
N2 1.8334 -0.0908 1.4178
C3 1.3875 0.3048 2.5767
C4 0.0425 0.8601 2.6940
N3 -0.6731 1.1311 1.6306
C5 -1.8922 1.5558 2.1006
C6 -1.9037 1.5364 3.4624
N4 -0.6498 1.1014 3.8339
H1 2.2489 0.3748 4.5122
H2 4.3334 -0.6413 3.4734
H3 3.7000 -0.8788 0.7666
H4 -2.6895 1.8213 1.4304
H5 -2.6586 1.7913 4.1866
H6 -0.3562 0.8930 4.7705
Br1 -0.7692 -5.0395 4.0713
C7 -2.0740 -3.7952 4.6446
C8 -2.6975 -4.0417 5.8613
C9 -3.6584 -3.1651 6.3388
C10 -3.9908 -2.0412 5.5972
C11 -3.3630 -1.8015 4.3874
C12 -2.3964 -2.6768 3.8854
I1 -1.5194 -2.1990 2.0460
H7 -2.4247 -4.9231 6.4256
H8 -4.1436 -3.3633 7.2859
H9 -4.7417 -1.3499 5.9588
H10 -3.6162 -0.9227 3.8053
Se1 5.9173 -0.0327 -2.8214
Sb1 3.8812 -0.1695 -4.1335
Se2 2.4471 0.0536 -1.6648
Se3 3.2774 -2.3146 -5.0581
Se4 3.3767 1.7531 -5.5163
C13 -2.3813 1.8246 -1.3701
Si1 -0.6295 1.4881 -2.0681
C14 0.1986 3.2481 -1.9828
C15 0.7590 3.4563 -0.5674
C16 1.3569 3.4115 -2.9692
C17 -0.8228 4.3738 -2.2280
C18 -0.9641 0.8671 -3.8549
C19 -1.3943 2.0026 -4.7939
C20 -2.1234 -0.1428 -3.8140
C21 0.2658 0.1782 -4.4543
H11 -3.0312 2.2785 -2.1275
H12 -2.3194 2.5266 -0.5352
H13 -2.8490 0.9000 -1.0204
H14 1.5661 2.7523 -0.3552
H15 -0.0076 3.3453 0.2072
H16 1.1748 4.4712 -0.4889
H17 2.1335 2.6638 -2.8169
H18 1.8195 4.4002 -2.8392
H19 1.0507 3.3315 -4.0127
H20 -1.6498 4.3490 -1.5126
H21 -1.2439 4.3454 -3.2323
H22 -0.3185 5.3437 -2.1137
H23 -2.2763 2.5363 -4.4242
H24 -1.6564 1.5714 -5.7700
H25 -0.5949 2.7230 -4.9632
H26 -3.0666 0.3220 -3.5122
H27 -1.9213 -0.9735 -3.1370
H28 -2.2639 -0.5619 -4.8197
H29 1.1138 0.8622 -4.5510
H30 0.0358 -0.1942 -5.4622
H31 0.5933 -0.6713 -3.8556
S1 -0.8673 -2.6801 -1.6005
C22 -0.5864 -1.3028 -0.8884

Atoms 1-2, force components in eV/Å:
0.24 -0.31 -0.14
0.04 -0.01 0.11

C4H3N3O | the ωB97M-V functional and the def2-TZVPD basis

## Properties
HOMO level: -8.8 eV
Energy relative to the best compared isomer or geometry (same formula, charge and spin): 3.4840 eV
E_LUMO: -0.22 eV
Net charge: 0
Frontier orbital gap: 8.53 eV

Positions of all 11 atoms, in Å:
H1 -1.1639 2.5203 0.2670
N1 -0.2706 1.9976 0.2456
C1 -0.5038 0.7566 -0.2707
O1 -1.7726 0.3074 -0.1198
N2 -1.5869 -1.1171 -0.0348
C2 -0.2627 -1.4179 0.1956
C3 0.5112 -0.3203 -0.1519
C4 1.8455 -0.1405 -0.0083
N3 3.0108 -0.0798 -0.0204
H2 -2.4161 -1.3681 0.3682
H3 0.1471 -2.4828 0.4025

Atoms 1-2, force components in eV/Å:
0.43 -0.43 0.19
-0.46 -3.01 -3.35

C3H12NO2S | the ωB97M-V functional and the def2-TZVPD basis

## Properties
HOMO level: -14.6 eV
Energy relative to the best compared isomer or geometry (same formula, charge and spin): 6.8801 eV
E_LUMO: -9.61 eV
Net charge: +1
Frontier orbital gap: 5.03 eV

Positions of all 19 atoms, in Å:
C1 2.0094 -0.0658 0.9838
O1 2.0879 0.7908 2.1586
C2 0.6293 0.2666 0.3992
C3 0.3510 -0.8972 -0.7426
S1 -1.1867 -0.2590 -1.5949
N1 0.5297 1.6157 -0.0923
H1 2.0370 -1.0685 1.4305
H2 2.8496 0.2102 0.3450
H3 2.9776 0.7879 2.5219
H4 -0.1120 0.0102 1.1820
H5 0.1755 -1.8389 -0.2286
H6 1.2685 -0.9874 -1.3210
H7 -3.5083 1.1275 -3.7383
H8 -3.5972 0.9212 -4.4472
H9 -0.1491 1.7321 -0.8567
H10 0.4001 2.2465 0.6864
H11 -2.9635 -1.6787 0.8762
H12 -1.8193 -1.0446 0.1371
O2 -2.1029 -1.2560 1.0474

Atoms 1-2, force components in eV/Å:
0.05 1.33 2.21
-0.54 0.16 -0.63

C12H9N10STl | the ωB97M-V functional and the def2-TZVPD basis

## Properties
HOMO level: -1.2 eV
E_LUMO: 4.65 eV
Net charge: -2
Frontier orbital gap: 5.82 eV

Positions of all 33 atoms, in Å:
Tl1 -0.1777 -1.3922 -0.9519
C1 -2.0149 1.4827 0.0269
C2 -0.6389 2.0465 0.0361
C3 -0.4587 3.4377 0.0100
C4 0.8064 3.9522 0.0014
C5 1.9093 3.0789 0.0178
C6 3.2261 3.5591 -0.0076
C7 4.2709 2.6617 -0.0149
C8 4.0314 1.3009 0.0294
C9 2.7407 0.7614 0.0967
S1 2.5229 -0.9200 0.2755
C10 1.6376 1.6769 0.0549
N1 0.3798 1.2080 0.0540
H1 -2.7644 2.2712 0.0410
H2 -2.1707 0.8201 0.8738
H3 -2.1634 0.8659 -0.8591
H4 -1.3260 4.0826 -0.0120
H5 0.9763 5.0230 -0.0211
H6 3.3931 4.6301 -0.0268
H7 5.2938 3.0257 -0.0435
H8 4.8558 0.6050 0.0262
N2 -2.4931 -4.2636 0.0715
C11 -3.0957 -3.0392 0.0446
N3 -4.4283 -2.9339 0.0126
N4 -4.6507 -1.6197 0.0302
N5 -3.5419 -0.9762 0.0671
N6 -2.5067 -1.8338 0.0726
C12 -1.1593 -4.5776 0.0365
N7 -0.7535 -5.8492 0.0380
N8 0.5805 -5.7646 0.0145
N9 0.9544 -4.5386 -0.0021
N10 -0.1165 -3.7306 0.0084
H9 -3.1182 -5.0500 -0.0006

Atoms 1-2, force components in eV/Å:
0.42 0.00 -0.55
0.18 -0.08 0.01

C19H30Cl3GeN6RuS | the ωB97M-V functional and the def2-TZVPD basis

## Properties
HOMO level (alpha / beta): -17.4 / -17.4 eV
Energy relative to the best compared isomer or geometry (same formula, charge and spin): 0.0000 eV
E_LUMO (alpha / beta): -11.90 / -11.90 eV
Net charge: +3
Frontier orbital gap (alpha / beta): 5.52 / 5.53 eV

Positions of all 61 atoms, in Å:
Ru1 0.2459 0.4311 -0.3795
C1 2.6967 3.1560 1.8825
C2 1.2295 3.5474 2.1392
C3 0.7745 4.6141 1.1539
C4 0.3876 2.3060 2.1413
C5 -0.6241 2.0602 1.2275
C6 -1.3590 0.8415 1.2471
C7 -1.0929 -0.1326 2.2196
C8 -1.9437 -1.3384 2.3722
C9 -0.0631 0.1361 3.1775
C10 0.6192 1.3155 3.1594
H1 3.3473 4.0139 2.0418
H2 2.8185 2.8383 0.8404
H3 3.0473 2.3640 2.5494
H4 1.1668 3.9571 3.1553
H5 0.8164 4.2485 0.1232
H6 1.4372 5.4754 1.2151
H7 -0.2365 4.9634 1.3646
H8 -0.9073 2.8413 0.5317
H9 -2.2799 0.7754 0.6810
H10 -1.3630 -2.2262 2.6311
H11 -2.5587 -1.5333 1.4968
H12 -2.6202 -1.1622 3.2176
H13 0.1161 -0.5860 3.9665
H14 1.3421 1.5308 3.9394
C11 4.2916 -1.7117 2.2316
C12 3.1087 -2.2866 1.5545
N1 2.8238 -3.5426 1.4158
N2 1.6600 -3.5873 0.7104
C13 1.2057 -2.3866 0.4128
S1 -0.2063 -1.8984 -0.4495
N3 2.0974 -1.5384 0.9485
N4 1.9954 -0.1455 0.7824
H15 4.9191 -2.5282 2.5817
H16 3.9996 -1.1079 3.0931
H17 4.8777 -1.0959 1.5463
H18 1.2601 -4.4875 0.4696
H19 1.9975 0.2949 1.7072
H20 2.8251 0.1783 0.2773
Cl1 1.7582 1.4513 -1.9840
Ge1 1.0372 -0.6803 -2.3527
Cl2 -0.0947 -0.9446 -4.0636
Cl3 2.7950 -1.8263 -2.3298
N5 -1.2744 1.0522 -1.5624
C14 -2.0874 1.4588 -2.2916
N6 -2.9717 1.9171 -3.0945
C15 -2.6097 2.2725 -4.5059
C16 -3.8719 2.6662 -5.2553
C17 -4.9718 1.6182 -5.0905
C18 -5.3091 1.3467 -3.6058
C19 -4.3868 2.1045 -2.6642
H21 -2.1523 1.3963 -4.9679
H22 -1.8845 3.0863 -4.4870
H23 -3.6073 2.7783 -6.3063
H24 -4.2158 3.6475 -4.9226
H25 -4.6524 0.6919 -5.5720
H26 -5.8605 1.9453 -5.6257
H27 -5.2425 0.2797 -3.3885
H28 -6.3314 1.6462 -3.3753
H29 -4.4812 1.7588 -1.6360
H30 -4.5888 3.1752 -2.6786

Atoms 1-2, force components in eV/Å:
0.14 0.04 0.63
-0.02 0.01 0.00

C3H6O | the ωB97M-V functional and the def2-TZVPD basis

## Properties
HOMO level: -8.4 eV
Energy relative to the best compared isomer or geometry (same formula, charge and spin): 4.5383 eV
E_LUMO: 1.04 eV
Net charge: 0
Frontier orbital gap: 9.44 eV

Positions of all 10 atoms, in Å:
C1 -1.2869 0.1880 0.1409
C2 -0.2624 -0.8851 -0.1797
C3 1.3311 -0.0240 -0.1074
O1 0.7378 -0.8701 0.8327
H1 -2.0610 -0.3485 0.7055
H2 -1.7621 0.5695 -0.7683
H3 -0.9309 1.0151 0.7712
H4 0.6763 -0.3215 -1.0870
H5 2.3237 -0.3652 -0.4082
H6 1.2344 1.0420 0.1003

Atoms 1-2, force components in eV/Å:
-0.04 0.00 -0.04
-0.21 0.10 0.17

no.,E (a.u.)
1,-14591.95771
2,-393.59138
3,-724.44052
4,-1580.98387
5,-5020.21492
6,-192.97643